(1)
# C4H4O5Yb

C4H4O5Yb as an isolated structure (ωB97M-V/def2-TZVPD, OMol25).

```
! RIJCOSX wB97M-V def2-TZVPD def2/J DEFGRID3
* xyz 0 1
O -1.478 5.169 1.779
C -1.486 5.336 2.901
Yb -1.626 4.670 -0.651
O -1.486 2.391 -1.018
O -0.085 1.360 -3.168
C 1.266 1.098 -3.091
C 1.663 1.031 -1.606
O 0.507 1.386 -0.838
C -0.232 2.389 -1.381
H 1.543 0.142 -3.584
H 1.855 1.948 -3.512
H 2.453 1.762 -1.383
H 1.942 0.014 -1.302
O 0.330 3.577 -1.391
*
```

Values from the calculation:
- HOMO-LUMO gap (eV) = 4.48
- LUMO level (eV) = -2.00
- total energy (Eh) = -1689.6123
- strongest force on any atom (hartree/bohr) = 0.072
- E_HOMO (eV) = -6.5

=====

(2)
# C4H4OS

C4H4OS in the gas phase (ωB97M-V/def2-TZVPD, OMol25).

```
! RIJCOSX wB97M-V def2-TZVPD def2/J DEFGRID3
* xyz 0 1
C 0.648 -1.186 -0.008
C -0.677 -1.318 0.001
C -0.658 1.313 0.001
C 0.672 1.170 -0.001
H 1.307 -2.021 0.034
H -1.104 -2.319 -0.009
H -1.073 2.350 0.014
H 1.362 2.016 -0.018
O 1.368 -0.012 -0.008
S -1.845 0.009 -0.006
*
```

Values from the calculation:
- structure (SMILES) = C1=CSC=CO1
- HOMO-LUMO gap (eV) = 8.34
- LUMO level (eV) = 0.88
- total energy (Eh) = -628.1852
- strongest force on any atom (hartree/bohr) = 0.024
- E_HOMO (eV) = -7.5

=====

(3)
# C4H4OS2

C4H4OS2 as an isolated structure (ωB97M-V/def2-TZVPD, OMol25).

```
! RIJCOSX wB97M-V def2-TZVPD def2/J DEFGRID3
* xyz 0 1
C 0.542 0.568 1.749
C -0.367 -0.266 0.869
C 0.225 -1.661 0.424
C -0.425 0.271 -0.534
H 0.266 1.644 1.740
H -1.376 -0.331 1.287
H -0.461 -2.489 0.576
H 1.210 -1.882 0.856
O 1.498 0.139 2.332
S 0.291 -1.122 -1.303
S -1.007 1.651 -1.083
*
```

Values from the calculation:
- HOMO-LUMO gap (eV) = 8.60
- LUMO level (eV) = -0.39
- total energy (Eh) = -1026.3938
- strongest force on any atom (hartree/bohr) = 0.031
- E_HOMO (eV) = -9.0